Entry 1:
Molecular formula: C2H4N3
Method: DFT, the ωB97M-V functional and the def2-TZVPD basis

Structure (XYZ):
```
9
C2H4N3, DFT the ωB97M-V functional and the def2-TZVPD basis
N -2.3048 0.0096 -0.1538
C -1.2017 -0.1514 0.1235
N 0.0204 -0.2207 0.2664
C 1.1976 0.4727 0.0441
N 1.2892 -0.9131 0.1199
H -3.1050 0.4068 0.4488
H 1.1719 0.7829 -1.0278
H 1.4433 1.1437 0.8210
H 1.4892 -1.5303 -0.6421
```

Computed properties:
**Multiplicity**: 1
**SMILES string**: N=C=[N+]1CN1
**Gap between HOMO and LUMO**: 10.6 eV
**E_tot**: -242.4431 a.u.
**Net charge**: +1

***

Entry 2:
Molecular formula: C2H4N3O
Method: DFT, the ωB97M-V functional and the def2-TZVPD basis

Structure (XYZ):
```
10
C2H4N3O, DFT the ωB97M-V functional and the def2-TZVPD basis
N -2.9743 -0.3124 -0.7834
C -1.8533 -0.0989 -0.6739
C -0.4749 0.1458 -0.2286
N -0.0202 1.2035 0.3325
N 0.6728 -1.0156 -0.3823
O 1.5548 -0.7921 0.6152
H -0.4352 2.0864 0.3883
H 0.9633 1.0885 0.7173
H 0.1732 -1.8669 -0.1478
H 2.3937 -0.4384 0.1627
```

Computed properties:
**Multiplicity**: 1
**SMILES string**: N#CC(=[NH2+])NO
**Gap between HOMO and LUMO**: 10.0 eV
**E_tot**: -317.7251 a.u.
**Net charge**: +1

***

Entry 3:
Molecular formula: C2H4N3O2PS2
Method: DFT, the ωB97M-V functional and the def2-TZVPD basis

Structure (XYZ):
```
14
C2H4N3O2PS2, DFT the ωB97M-V functional and the def2-TZVPD basis
H -0.1451 -2.0162 2.5973
N 0.4138 -2.1098 1.7021
C 0.0850 -1.2822 0.8215
N 0.5232 -1.4524 -0.4424
C 0.5426 -0.5625 -1.5251
O 0.8517 -0.9656 -2.6255
N 0.1284 0.6742 -1.1995
P -0.7041 1.2796 0.0808
S -2.5177 1.8329 -0.4304
S 0.5529 2.6016 0.9610
O -0.6436 -0.0427 1.0500
H 1.1011 -2.3069 -0.6047
H 0.3113 1.4149 -1.9776
H -0.4995 2.9350 1.5927
```

Computed properties:
**Multiplicity**: 1
**SMILES string**: [H]/N=C1/NC(=O)N[P@](=S)(S)O1
**Gap between HOMO and LUMO**: 9.7 eV
**E_tot**: -1531.1760 a.u.

***

Entry 4:
Molecular formula: C2H4N3O5
Method: DFT, the ωB97M-V functional and the def2-TZVPD basis

Structure (XYZ):
```
14
C2H4N3O5, DFT the ωB97M-V functional and the def2-TZVPD basis
C 0.5875 -1.2863 -1.6070
C 0.5595 -1.2873 -0.0677
N -0.0243 -2.3412 0.4398
N 0.5061 2.0764 -2.7905
N 0.2526 -2.7782 1.6647
O -0.4190 -3.7469 2.1382
O 1.7552 2.0186 -2.8324
O -0.2694 2.9305 -3.1638
O 1.2006 -2.2676 2.4400
O 1.3202 -0.4231 0.6165
H 0.3459 -0.3188 -2.0958
H -0.0364 -2.1053 -1.9005
H 1.6429 -1.4874 -1.8311
H 1.4376 -0.7400 1.5012
```

Computed properties:
**Multiplicity**: 1
**Gap between HOMO and LUMO**: 4.0 eV
**E_tot**: -618.9076 a.u.
**Net charge**: -1

***

Entry 5:
Molecular formula: C2H4N3OS
Method: DFT, the ωB97M-V functional and the def2-TZVPD basis

Structure (XYZ):
```
11
C2H4N3OS, DFT the ωB97M-V functional and the def2-TZVPD basis
C -0.2002 -0.2798 -0.1913
C -1.2912 -1.2498 -0.2329
N -1.4157 -3.4678 -1.1789
N 0.6714 -0.2817 -1.1585
N -1.2658 -2.3815 -0.7903
O 1.7796 0.5015 -1.0180
S 1.1554 2.7281 1.6810
H 0.0096 0.3887 0.5868
H -2.1470 -1.1713 0.3296
H 0.8696 3.9901 2.3037
H 1.8343 1.2235 -0.3312
```

Computed properties:
**Multiplicity**: 1
**Gap between HOMO and LUMO**: 6.3 eV
**E_tot**: -716.2098 a.u.
**Net charge**: -1

***

Entry 6:
Molecular formula: C2H4N3P
Method: DFT, the ωB97M-V functional and the def2-TZVPD basis

Structure (XYZ):
```
10
C2H4N3P, DFT the ωB97M-V functional and the def2-TZVPD basis
N -1.4757 -0.1516 -0.2874
C -0.0968 0.1243 -0.3602
C 0.6033 0.3869 0.9652
N 1.7853 -0.0615 1.0777
P 2.0382 -1.3125 -0.2265
N 0.5875 -0.9862 -0.9202
H -1.7368 -1.0909 -0.5316
H -1.9424 0.7076 -0.5373
H 0.0055 1.1321 -0.7320
H 0.2318 1.2519 1.5524
```

Computed properties:
**Multiplicity**: 1
**SMILES string**: N[C@H]1C=NP=N1
**Gap between HOMO and LUMO**: 8.1 eV
**E_tot**: -584.1702 a.u.

***

Entry 7:
Molecular formula: C2H4N3S
Method: DFT, the ωB97M-V functional and the def2-TZVPD basis

Structure (XYZ):
```
10
C2H4N3S, DFT the ωB97M-V functional and the def2-TZVPD basis
C -0.9322 -0.1299 -1.1176
C -1.8555 0.7940 1.3182
N 0.2630 -0.1336 -0.8256
N 1.3555 0.2096 -0.4487
N 2.2227 -0.4478 0.2273
S -2.4453 0.4306 -0.1106
H -1.2810 -0.5028 -2.0692
H -2.5285 1.1517 2.0797
H 3.1116 0.0209 0.3576
H 2.0896 -1.3927 0.5889
```

Computed properties:
**Multiplicity**: 1
**Gap between HOMO and LUMO**: 8.0 eV
**E_tot**: -640.5942 a.u.
**Net charge**: +1

***

Entry 8:
Molecular formula: C2H4N4
Method: DFT, the ωB97M-V functional and the def2-TZVPD basis

Structure (XYZ):
```
10
C2H4N4, DFT the ωB97M-V functional and the def2-TZVPD basis
N 1.7812 -0.2212 0.2009
C 0.3820 -0.1738 0.1902
C -0.3141 1.0471 0.0730
N -1.5977 0.7967 -0.0883
N -1.6713 -0.5157 0.0272
N -0.4974 -1.1657 0.1688
H 2.1159 0.2916 -0.6082
H 2.2147 -1.1342 0.2167
H 0.0795 2.0461 0.1632
H -2.4929 -0.9710 -0.3436
```

Computed properties:
**Multiplicity**: 1
**SMILES string**: Nc1cn[nH]n1
**Gap between HOMO and LUMO**: 10.1 eV
**E_tot**: -297.6079 a.u.

***

Entry 9:
Molecular formula: C2H4N4
Method: DFT, the ωB97M-V functional and the def2-TZVPD basis

Structure (XYZ):
```
10
C2H4N4, DFT the ωB97M-V functional and the def2-TZVPD basis
N -1.0253 1.3995 -0.7216
N -0.3259 0.4155 0.0594
C 0.2189 -1.0651 -0.7050
N 1.0876 -1.4974 0.1337
C 1.1889 -0.5132 1.1662
N 0.3601 0.5084 1.1418
H -1.4750 0.8012 -1.4131
H -1.6615 1.8971 -0.0637
H -0.0993 -1.3682 -1.6859
H 1.7315 -0.5778 2.0881
```

Computed properties:
**Multiplicity**: 1
**SMILES string**: Nn1cncn1
**Gap between HOMO and LUMO**: 9.1 eV
**E_tot**: -297.5130 a.u.

***

Entry 10:
Molecular formula: C2H4N4
Method: DFT, the ωB97M-V functional and the def2-TZVPD basis

Structure (XYZ):
```
10
C2H4N4, DFT the ωB97M-V functional and the def2-TZVPD basis
H 0.9624 2.6030 -1.0825
N 0.3006 1.8182 -0.9922
N 0.8175 1.0329 -0.1873
C -0.0133 -0.1335 0.0706
N 0.1032 -0.5211 1.4187
C -0.3436 -1.1074 -0.9167
N -1.2902 -0.2870 -0.7878
H -0.2441 -1.4417 1.6409
H -0.0926 0.1687 2.1297
H -0.1477 -2.0959 -1.3187
```

Computed properties:
**Multiplicity**: 1
**SMILES string**: [H]/N=N/[C@]1(N)C=N1
**Gap between HOMO and LUMO**: 9.8 eV
**E_tot**: -297.5108 a.u.

***

Entry 11:
Molecular formula: C2H4N4
Method: DFT, the ωB97M-V functional and the def2-TZVPD basis

Structure (XYZ):
```
10
C2H4N4, DFT the ωB97M-V functional and the def2-TZVPD basis
C -1.2762 -0.0886 0.1227
N 0.0061 -0.0886 -0.5890
C 0.8889 0.8022 -0.0738
N 1.9977 0.2190 0.2478
N 1.8245 -1.0961 -0.1356
N 0.6629 -1.2907 -0.6017
H -1.0635 0.1211 1.1794
H -1.6935 -1.0868 0.0447
H -1.9434 0.6758 -0.2709
H 0.5965 1.8326 0.0763
```

Computed properties:
**Multiplicity**: 1
**SMILES string**: Cn1cnnn1
**Gap between HOMO and LUMO**: 11.6 eV
**E_tot**: -297.5643 a.u.

***

Entry 12:
Molecular formula: C2H4N4
Method: DFT, the ωB97M-V functional and the def2-TZVPD basis

Structure (XYZ):
```
10
C2H4N4, DFT the ωB97M-V functional and the def2-TZVPD basis
C 1.3933 -1.0711 -0.1787
C -0.6257 0.1492 -0.2403
N -2.9642 -0.2340 -0.0019
N -1.7682 0.0348 0.0688
N 1.5996 0.1947 -0.1721
N 0.4311 0.9791 -0.1168
H 2.3303 -1.6196 -0.3626
H -3.2758 -0.8926 0.7103
H 2.4477 0.7592 -0.3091
H 0.4320 1.7003 0.6023
```

Computed properties:
**Multiplicity**: 1
**Gap between HOMO and LUMO**: 8.3 eV
**E_tot**: -297.3956 a.u.

***

Entry 13:
Molecular formula: C2H4N4
Method: DFT, the ωB97M-V functional and the def2-TZVPD basis

Structure (XYZ):
```
10
C2H4N4, DFT the ωB97M-V functional and the def2-TZVPD basis
C 0.3059 0.1044 -0.2579
C -0.0716 -0.1402 1.2133
N 0.6889 -1.2615 1.6841
N 1.2607 -2.1967 1.7500
N 0.2202 0.9375 2.0340
N 0.4298 1.9565 2.3649
H 1.3196 0.6302 -0.3920
H 0.0894 -0.8981 -0.7641
H -0.5752 0.7885 -0.6697
H -1.1705 -0.2467 1.1421
```

Computed properties:
**Multiplicity**: 1
**SMILES string**: CC([N+]#N)[N+]#N
**Gap between HOMO and LUMO**: 11.9 eV
**E_tot**: -296.7345 a.u.
**Net charge**: +2

***

Entry 14:
Molecular formula: C2H4N4O
Method: DFT, the ωB97M-V functional and the def2-TZVPD basis

Structure (XYZ):
```
11
C2H4N4O, DFT the ωB97M-V functional and the def2-TZVPD basis
H 2.1006 0.8218 -1.8038
N 1.0610 0.9081 -2.0121
C 0.5707 0.5508 -0.9056
N -0.8967 0.2633 -0.8765
C -1.0173 -0.1640 0.3576
O -1.8574 -1.1432 0.8491
N 0.0212 -0.1859 1.2543
N 1.2383 0.3558 0.5220
H -2.6080 -1.5467 0.1825
H 0.0690 -1.3273 1.5491
H 1.3186 1.4672 0.8834
```

Computed properties:
**Multiplicity**: 1
**SMILES string**: [H]/N=c1/nc(O)[nH][nH]1
**Gap between HOMO and LUMO**: 9.8 eV
**E_tot**: -372.7627 a.u.

***

Entry 15:
Molecular formula: C2H4N4O
Method: DFT, the ωB97M-V functional and the def2-TZVPD basis

Structure (XYZ):
```
11
C2H4N4O, DFT the ωB97M-V functional and the def2-TZVPD basis
H 1.7232 -0.7501 -1.8049
N 1.7359 -1.0162 -0.8131
C 0.7398 -0.5075 -0.1071
O 0.6156 -1.0550 1.1589
C -0.6274 -0.7153 1.5694
N -1.2122 0.0714 0.8316
N -0.5634 0.0870 -0.3664
N -0.3545 1.2406 -1.1593
H -0.6830 -0.9985 2.6779
H 0.0614 2.0447 -0.5228
H -1.4353 1.5988 -1.4642
```

Computed properties:
**Multiplicity**: 1
**SMILES string**: [H]/N=c1/ocnn1N
**Gap between HOMO and LUMO**: 9.6 eV
**E_tot**: -372.7571 a.u.

***

Entry 16:
Molecular formula: C2H4N4O
Method: DFT, the ωB97M-V functional and the def2-TZVPD basis

Structure (XYZ):
```
11
C2H4N4O, DFT the ωB97M-V functional and the def2-TZVPD basis
N -2.0787 -0.2451 -0.0044
N -0.7818 0.0844 -0.0897
C 0.3330 -0.7063 -0.0679
C 1.3293 0.2528 -0.0756
O 2.6656 -0.0091 0.0559
N 0.8486 1.4878 0.0066
N -0.4815 1.4204 -0.0042
H -2.4728 0.0133 0.9523
H -2.4752 0.4464 -0.6993
H 0.3176 -1.8219 0.1751
H 2.7959 -0.9226 -0.2488
```

Computed properties:
**Multiplicity**: 1
**SMILES string**: Nn1cc(O)nn1
**Gap between HOMO and LUMO**: 9.8 eV
**E_tot**: -372.7891 a.u.

***

Entry 17:
Molecular formula: C2H4N4O
Method: DFT, the ωB97M-V functional and the def2-TZVPD basis

Structure (XYZ):
```
11
C2H4N4O, DFT the ωB97M-V functional and the def2-TZVPD basis
O -1.6319 2.2653 -0.7507
N -0.9197 1.3713 -0.4222
N -0.2086 0.6294 -1.2306
C 0.5611 -0.5088 -0.7479
C 0.3446 -0.8615 0.7168
N 0.0088 0.3366 1.4984
N -0.5826 1.2580 1.0283
H 1.5534 -0.2316 -0.9909
H 0.1739 -1.4478 -1.3504
H -0.5900 -1.5009 0.9828
H 1.2911 -1.3100 1.2663
```

Computed properties:
**Multiplicity**: 1
**SMILES string**: [O-][N+]1=NCCN=N1
**Gap between HOMO and LUMO**: 8.7 eV
**E_tot**: -372.6766 a.u.

***

Entry 18:
Molecular formula: C2H4N4O
Method: DFT, the ωB97M-V functional and the def2-TZVPD basis

Structure (XYZ):
```
11
C2H4N4O, DFT the ωB97M-V functional and the def2-TZVPD basis
C -0.5565 1.2216 -0.2610
C 1.1704 -0.2282 0.0305
H -2.0135 0.1448 1.3951
H -1.3638 1.8346 0.1031
H 2.8539 0.3761 -0.0715
H 0.1636 -1.4875 -0.8407
N -1.0743 -0.1844 -0.4079
N 0.6596 1.1866 0.1139
N 2.3812 -0.4800 0.2025
N 0.0277 -0.9054 -0.1081
O -2.1604 -0.5183 0.2744
```

Computed properties:
**Multiplicity**: 1
**Gap between HOMO and LUMO**: 8.9 eV
**E_tot**: -372.6756 a.u.

***

Entry 19:
Molecular formula: C2H4N4O2
Method: DFT, the ωB97M-V functional and the def2-TZVPD basis

Structure (XYZ):
```
12
C2H4N4O2, DFT the ωB97M-V functional and the def2-TZVPD basis
C 0.6148 1.3670 -0.2695
C -1.1665 0.3079 0.2404
H 2.9030 -0.7051 -0.3671
H 1.5820 -0.8945 1.3519
H 1.1286 2.3823 -0.0070
H -1.1015 -1.5530 -0.7394
N 2.3217 -0.1868 0.4388
N 1.1017 0.1211 -0.4214
N -0.7230 1.5620 -0.1423
N 0.0256 -0.6098 0.2567
O -2.2724 -0.1380 0.2557
O -0.2631 -1.7976 -0.3790
```

Computed properties:
**Multiplicity**: 1
**Gap between HOMO and LUMO**: 9.5 eV
**E_tot**: -447.8997 a.u.

***

Entry 20:
Molecular formula: C2H4N4O2
Method: DFT, the ωB97M-V functional and the def2-TZVPD basis

Structure (XYZ):
```
12
C2H4N4O2, DFT the ωB97M-V functional and the def2-TZVPD basis
C -1.0426 -0.4073 -0.2008
C -0.0127 0.5234 -0.1581
H -2.4702 0.9054 -0.5452
H 1.2580 -1.9439 -0.5620
H 1.9564 0.1031 1.4869
H -0.9329 1.9774 0.3410
N -0.5560 -1.5468 0.0724
N 0.7881 -1.4335 0.2018
N 1.0235 -0.2023 -0.4608
N 0.1409 1.7421 0.1383
O -2.3568 -0.0067 -0.0882
O 2.2042 0.2893 -0.2252
```

Computed properties:
**Multiplicity**: 1
**Gap between HOMO and LUMO**: 8.2 eV
**E_tot**: -447.8149 a.u.